Record 1
{"formula": "C42H46Cl2FN6O8PRu", "method": "ωB97M-V with the def2-TZVPD basis set", "spin_multiplicity": 6, "charge": -1, "orbital_gap_ev": [6.69, 6.24], "lumo_energy_ev": [2.13, 1.00], "s_squared": 8.85, "e_above_lowest_kcal_mol": 55.8, "species": ["Ru", "O", "C", "C", "C", "C", "C", "C", "C", "N", "N", "C", "O", "C", "C", "C", "C", "C", "C", "H", "H", "H", "H", "H", "H", "H", "H", "H", "H", "C", "C", "C", "C", "C", "C", "C", "F", "C", "C", "C", "O", "C", "C", "N", "C", "C", "O", "O", "H", "H", "H", "H", "H", "H", "H", "H", "H", "H", "H", "Cl", "C", "Cl", "C", "O", "O", "H", "O", "P", "N", "C", "C", "C", "C", "N", "C", "C", "C", "C", "N", "C", "C", "C", "C", "H", "H", "H", "H", "H", "H", "H", "H", "H", "H", "H", "H", "H", "H", "H", "H", "H", "H", "H", "H", "H", "H", "H", "H"], "xyz": [[-1.1287, -0.2151, -1.4374], [-2.8830, 0.8106, -1.8593], [-2.9329, 1.9565, -2.4580], [-4.0837, 2.7643, -2.2894], [-4.1948, 3.9915, -2.8973], [-3.1779, 4.4829, -3.7269], [-2.0779, 3.6907, -3.9569], [-1.9283, 2.4364, -3.3450], [-0.8300, 1.6137, -3.7528], [-0.4737, 0.5090, -3.1916], [0.5015, -0.2271, -3.8468], [0.6779, -1.3560, -3.2226], [0.0173, -1.7198, -2.1696], [1.6925, -2.2949, -3.7214], [2.3654, -3.1518, -2.6875], [3.1028, -4.3051, -3.2930], [3.3649, -4.3716, -4.6178], [2.8786, -3.3828, -5.5135], [2.0109, -2.3858, -5.0459], [-4.8726, 2.3737, -1.6599], [-5.0863, 4.5865, -2.7342], [-3.2709, 5.4525, -4.1978], [-1.2976, 4.0269, -4.6316], [-0.2756, 1.8899, -4.6472], [1.5972, -3.5269, -2.0041], [3.4512, -5.0846, -2.6269], [3.9356, -5.2053, -5.0096], [3.1121, -3.4458, -6.5671], [1.5357, -1.7026, -5.7373], [2.4338, -4.2624, 4.0689], [3.3662, -3.9374, 2.9146], [3.9825, -5.2019, 2.3310], [5.0459, -4.8360, 1.3082], [4.5248, -3.8292, 0.3291], [5.2511, -3.5374, -0.8487], [4.7181, -2.7384, -1.7961], [5.4386, -2.4207, -2.8863], [3.3276, -2.2334, -1.7615], [2.8243, -2.2150, -0.3454], [1.7652, -1.2684, -0.0162], [1.5862, -0.2584, -0.6994], [1.0026, -1.6286, 1.1603], [1.5443, -2.5168, 2.0293], [2.7048, -3.1907, 1.8300], [3.3341, -3.0833, 0.5931], [-0.3700, -1.0939, 1.5379], [-0.7161, -1.2478, 2.7120], [-1.0845, -0.5497, 0.6385], [2.9879, -4.8560, 4.7963], [1.5763, -4.8464, 3.7314], [2.0686, -3.3727, 4.5781], [4.1826, -3.3084, 3.2949], [3.1891, -5.7971, 1.8701], [4.4161, -5.7956, 3.1372], [5.3946, -5.7241, 0.7744], [5.9239, -4.4323, 1.8296], [6.2345, -3.9642, -1.0054], [3.2878, -1.2171, -2.1617], [1.0054, -2.6954, 2.9458], [-4.1602, -4.4748, -1.0438], [-4.5021, -3.0864, -2.1037], [-5.8621, -2.1311, -1.4587], [-3.2573, -2.1807, -2.2844], [-2.9287, -1.9644, -3.4472], [-2.7493, -1.7614, -1.2131], [-4.8130, -3.4780, -3.0642], [-1.0289, 2.1281, -0.3032], [-1.1071, 2.6240, 1.0967], [-2.4507, 2.1449, 1.9409], [-2.4390, 1.4259, 3.2297], [-3.7987, 0.7284, 3.2846], [-4.1281, 0.4933, 1.8143], [-3.6596, 1.7917, 1.1701], [0.1961, 2.2114, 2.0226], [1.4801, 2.1187, 1.3097], [2.4680, 1.6198, 2.3859], [1.6447, 1.5629, 3.6831], [0.5094, 2.5426, 3.4005], [-1.1144, 4.3076, 1.0107], [-1.4424, 5.0374, 2.2430], [-2.6251, 5.9274, 1.8685], [-2.3386, 6.2426, 0.4023], [-1.8549, 4.8989, -0.1286], [-2.3207, 2.1173, 4.0697], [-1.6399, 0.6835, 3.2476], [-4.5481, 1.3875, 3.7351], [-3.7465, -0.1870, 3.8734], [-5.1837, 0.2954, 1.6261], [-3.5403, -0.3347, 1.4149], [-4.4209, 2.5791, 1.2673], [-3.4153, 1.6551, 0.1189], [1.7901, 3.1015, 0.9302], [1.3831, 1.4474, 0.4641], [3.2977, 2.3208, 2.4923], [2.8903, 0.6503, 2.1197], [2.2239, 1.8289, 4.5691], [1.2139, 0.5695, 3.8226], [0.8637, 3.5820, 3.4979], [-0.3427, 2.4103, 4.0598], [-0.5872, 5.6405, 2.5675], [-1.6956, 4.3497, 3.0562], [-2.7097, 6.8090, 2.5053], [-3.5510, 5.3523, 1.9485], [-1.5480, 6.9938, 0.3247], [-3.2080, 6.6077, -0.1450], [-1.2138, 4.9809, -1.0060], [-2.7057, 4.2788, -0.4174]], "forces_ev_per_a": [[-0.43, 0.00, -0.70], [0.09, 0.12, 0.21], [0.12, -0.21, -0.03], [-0.06, 0.10, -0.02], [0.00, -0.08, 0.06], [0.05, 0.03, -0.04], [-0.03, 0.03, -0.02], [-0.03, -0.03, 0.03], [-0.04, 0.01, -0.01], [-0.07, 0.00, 0.23], [0.13, -0.11, -0.04], [-0.10, 0.26, -0.07], [-0.07, -0.16, 0.32], [0.08, -0.06, 0.08], [-0.05, 0.04, -0.06], [-0.01, 0.01, -0.05], [-0.01, 0.01, 0.01], [-0.02, 0.01, 0.02], [0.03, -0.03, -0.02], [-0.01, 0.00, 0.01], [-0.01, 0.00, 0.01], [0.01, 0.00, -0.01], [0.00, 0.01, -0.01], [0.02, 0.02, 0.03], [0.00, 0.02, 0.00], [0.01, 0.00, 0.01], [0.00, -0.01, -0.01], [0.01, 0.00, -0.01], [0.00, 0.02, 0.00], [0.00, 0.00, -0.01], [0.01, -0.03, 0.02], [0.03, 0.03, 0.00], [-0.01, -0.01, 0.00], [0.05, -0.03, -0.01], [-0.01, 0.02, -0.03], [0.04, 0.02, -0.02], [-0.05, -0.01, 0.05], [0.02, -0.01, 0.09], [0.04, -0.05, -0.08], [0.01, -0.11, 0.09], [-0.03, 0.15, -0.11], [-0.04, -0.02, -0.04], [-0.02, 0.00, 0.00], [0.03, -0.03, -0.04], [-0.08, 0.05, 0.03], [0.18, 0.00, -0.04], [-0.07, 0.01, 0.07], [0.00, 0.07, 0.08], [0.00, -0.01, 0.00], [-0.01, 0.00, -0.01], [0.00, 0.01, 0.01], [-0.01, 0.01, 0.00], [0.00, 0.01, -0.01], [0.00, 0.00, 0.01], [-0.01, 0.00, 0.00], [0.00, 0.01, 0.00], [0.01, -0.01, 0.02], [0.00, 0.00, -0.01], [0.01, -0.02, 0.02], [-0.02, -0.04, 0.01], [0.04, 0.04, -0.03], [-0.03, -0.01, 0.01], [-0.06, 0.04, 0.01], [0.06, 0.02, -0.14], [0.15, -0.06, 0.16], [0.00, 0.00, 0.03], [0.26, 0.03, 0.15], [-0.15, 0.01, -0.11], [0.17, 0.11, 0.07], [-0.03, -0.11, -0.06], [-0.01, -0.03, -0.02], [-0.01, 0.00, -0.05], [-0.04, 0.00, -0.06], [0.01, -0.08, -0.16], [0.06, 0.04, -0.02], [0.01, 0.00, 0.00], [0.04, 0.04, 0.02], [-0.01, 0.00, 0.09], [-0.15, -0.15, -0.06], [0.00, 0.01, 0.07], [0.02, 0.03, 0.01], [-0.04, 0.00, -0.01], [0.11, 0.01, -0.04], [-0.04, 0.03, 0.00], [-0.02, 0.03, 0.03], [0.01, 0.00, 0.01], [0.00, -0.02, -0.02], [-0.01, 0.00, 0.02], [0.01, 0.01, 0.01], [0.02, -0.02, 0.00], [-0.02, 0.02, 0.05], [-0.03, 0.03, 0.05], [0.02, -0.01, 0.01], [0.02, -0.01, -0.02], [-0.03, -0.03, 0.01], [0.00, 0.00, 0.00], [0.00, 0.00, -0.01], [0.01, -0.01, -0.02], [0.03, 0.00, 0.00], [0.00, 0.02, 0.00], [0.02, 0.04, -0.04], [0.00, 0.00, 0.00], [-0.01, 0.00, -0.01], [0.01, 0.00, 0.02], [-0.01, 0.00, 0.00], [0.02, 0.01, 0.03], [-0.06, -0.04, -0.01]], "mulliken_spin": [2.47, 0.12, 0.03, 0.00, 0.02, 0.00, 0.02, -0.01, 0.11, -0.11, 0.09, 0.10, 0.08, 0.27, 0.02, 0.29, -0.14, 0.41, -0.19, 0.00, 0.00, 0.00, 0.00, 0.00, 0.07, 0.02, -0.01, 0.03, -0.01, 0.00, 0.01, 0.01, -0.03, 0.34, -0.11, 0.26, 0.03, 0.12, 0.18, 0.04, 0.04, 0.00, 0.01, 0.00, 0.04, 0.03, 0.01, 0.08, 0.00, 0.00, 0.00, 0.00, 0.00, 0.00, 0.02, 0.03, 0.01, 0.00, 0.00, 0.00, 0.01, 0.00, -0.01, 0.00, 0.11, 0.00, 0.04, 0.00, 0.00, 0.00, 0.00, 0.00, 0.00, 0.00, 0.00, 0.00, 0.00, 0.00, 0.00, 0.00, 0.00, 0.00, 0.01, 0.00, 0.00, 0.00, 0.00, 0.00, 0.00, 0.00, 0.01, 0.00, 0.01, 0.00, 0.00, 0.00, 0.00, 0.00, 0.00, 0.00, 0.00, 0.00, 0.00, 0.00, 0.00, 0.00, 0.00]}

***

Record 2
{"formula": "C24H27N4RuS", "method": "ωB97M-V with the def2-TZVPD basis set", "spin_multiplicity": 1, "charge": 3, "orbital_gap_ev": [5.75, 5.76], "lumo_energy_ev": [-11.87, -11.86], "e_above_lowest_kcal_mol": 8.0, "species": ["Ru", "C", "C", "N", "C", "C", "C", "C", "C", "C", "C", "C", "C", "N", "C", "H", "H", "H", "H", "H", "H", "H", "H", "S", "C", "C", "C", "C", "C", "C", "H", "H", "H", "H", "H", "C", "C", "N", "C", "C", "C", "C", "N", "H", "H", "H", "H", "H", "H", "H", "H", "H", "H", "H", "H", "H", "H"], "xyz": [[0.1573, -0.5376, 0.2004], [2.9497, -3.8915, 0.0489], [2.4224, -2.6202, 0.2709], [1.1531, -2.3292, -0.0053], [0.3553, -3.3004, -0.5388], [0.7961, -4.5991, -0.7808], [2.1420, -4.8826, -0.4628], [-0.1236, -5.5443, -1.3470], [-1.3863, -5.1771, -1.6706], [-1.8410, -3.8316, -1.4632], [-3.1193, -3.3591, -1.8229], [-3.4395, -2.0390, -1.6146], [-2.5010, -1.1791, -1.0387], [-1.2948, -1.6063, -0.6822], [-0.9639, -2.9125, -0.8875], [3.9863, -4.0818, 0.2877], [3.0348, -1.8269, 0.6821], [2.5363, -5.8777, -0.6298], [0.2152, -6.5578, -1.5177], [-2.0728, -5.8928, -2.1037], [-3.8388, -4.0362, -2.2668], [-4.4075, -1.6457, -1.8907], [-2.7252, -0.1355, -0.8725], [-0.9119, -0.6730, 1.9635], [-0.1376, -0.0962, 3.3616], [1.2342, 0.2305, 3.4368], [1.7534, 0.6636, 4.6278], [0.9153, 0.7759, 5.7505], [-0.4351, 0.4529, 5.6880], [-0.9733, 0.0094, 4.4976], [1.8724, 0.1099, 2.5679], [2.8037, 0.9044, 4.7151], [1.3380, 1.1125, 6.6887], [-1.0579, 0.5412, 6.5673], [-2.0200, -0.2606, 4.4253], [0.9992, 4.5871, -3.1701], [1.3414, 4.2782, -1.7221], [0.3220, 3.4299, -1.0591], [-0.9173, 4.1069, -0.6207], [-2.1077, 3.8530, -1.5383], [0.4769, 2.1431, -0.8892], [1.7123, 1.4374, -1.3787], [-0.4302, 1.3539, -0.2928], [1.7965, 5.1885, -3.6044], [0.0769, 5.1597, -3.2524], [0.8972, 3.6783, -3.7652], [1.4007, 5.1919, -1.1319], [2.3116, 3.7959, -1.6337], [-0.6917, 5.1700, -0.5852], [-1.1246, 3.8071, 0.4102], [-1.9323, 4.2577, -2.5326], [-2.9883, 4.3449, -1.1275], [-2.3357, 2.7915, -1.6519], [2.5653, 1.5654, -0.7113], [2.0101, 1.7818, -2.3685], [1.4959, 0.3697, -1.5323], [-1.2945, 1.8017, -0.0268]], "forces_ev_per_a": [[-0.33, 0.55, -0.17], [-0.01, -0.03, -0.01], [-0.04, -0.03, 0.04], [-0.14, -0.03, -0.04], [0.10, 0.03, -0.02], [0.05, 0.03, 0.02], [-0.03, 0.01, 0.01], [-0.03, -0.01, 0.00], [0.04, -0.02, 0.01], [0.03, 0.03, 0.01], [-0.01, -0.01, 0.01], [0.03, 0.03, 0.01], [-0.02, -0.02, -0.02], [-0.01, -0.08, 0.01], [0.00, -0.06, -0.08], [0.00, 0.00, 0.00], [-0.01, 0.00, 0.02], [0.00, 0.00, -0.01], [-0.01, 0.00, -0.01], [0.00, 0.00, 0.00], [0.00, 0.00, 0.00], [0.00, 0.00, 0.00], [-0.01, 0.01, 0.02], [0.07, -0.26, 0.52], [-0.10, -0.01, -0.25], [0.10, 0.04, -0.04], [-0.01, -0.02, -0.04], [0.10, 0.03, 0.01], [-0.13, -0.04, -0.06], [-0.06, 0.00, 0.12], [0.02, 0.02, 0.01], [0.00, 0.01, 0.00], [0.00, 0.00, 0.01], [-0.01, -0.01, 0.00], [0.00, 0.01, 0.03], [0.01, 0.00, 0.03], [0.05, 0.04, -0.04], [-0.07, -0.07, -0.01], [-0.03, 0.01, -0.01], [0.01, 0.00, 0.01], [-0.11, -0.04, 0.03], [0.01, 0.05, -0.19], [0.49, -0.12, 0.00], [0.00, 0.00, 0.00], [0.00, 0.01, 0.00], [0.00, -0.01, 0.00], [0.00, 0.00, 0.00], [-0.01, 0.00, -0.01], [0.00, 0.00, 0.00], [0.00, 0.00, 0.00], [0.01, 0.00, 0.00], [0.00, 0.00, 0.00], [0.00, 0.00, 0.01], [-0.02, -0.01, 0.03], [0.00, 0.04, 0.02], [0.12, -0.07, 0.03], [-0.03, 0.00, 0.01]], "nbo_charge": [0.74, -0.23, 0.12, -0.47, 0.14, -0.06, -0.04, -0.14, -0.15, -0.07, -0.04, -0.23, 0.10, -0.39, 0.21, 0.27, 0.22, 0.27, 0.26, 0.26, 0.27, 0.27, 0.23, 0.70, -0.23, -0.19, -0.18, -0.04, -0.20, -0.13, 0.21, 0.26, 0.26, 0.27, 0.25, -0.63, -0.21, -0.32, -0.24, -0.63, 0.53, -0.68, -0.82, 0.26, 0.23, 0.21, 0.24, 0.21, 0.25, 0.21, 0.24, 0.26, 0.19, 0.27, 0.30, 0.19, 0.41]}